Record 1
The following is a quantum chemistry calculation of a cluster of 2 separate species, C9H14 in total at a distorted geometry, from the Open Molecules 2025 dataset.

For the energy relative to the best compared isomer or geometry (same formula, charge and spin), the calculation gives 31.82 kJ/mol. The LUMO energy is 0.96 eV. The SMILES is Cc1ccccc1.CC. The total energy comes out at -351.3181 hartree.

```
23
C9H14 wB97M-V/def2-TZVPD
C 2.23489 -0.62547 -1.12367
C 0.75766 -0.54193 -1.31887
C 0.00050 -1.72049 -1.29113
C -1.38138 -1.70478 -1.34418
C -2.04203 -0.47730 -1.42063
C -1.30618 0.69109 -1.44162
C 0.08722 0.65644 -1.33113
H 2.59159 0.24796 -0.57223
H 2.78701 -0.51032 -2.06813
H 2.59855 -1.54716 -0.68555
H 0.50632 -2.66591 -1.14953
H -1.93726 -2.62631 -1.27880
H -3.11956 -0.46256 -1.45626
H -1.79159 1.64139 -1.63488
H 0.56505 1.60988 -1.14504
C 0.59762 0.71477 3.50638
C 0.23062 2.15150 3.82563
H 0.34174 0.45670 2.48318
H 1.67961 0.54590 3.52271
H 0.19756 -0.00069 4.22188
H -0.78221 2.23394 4.21360
H 0.30838 2.81968 2.96896
H 0.88957 2.56537 4.59516
```

Atomic partial charges in e from the natural (NBO) method, atoms 1 to 5: -0.63, -0.01, -0.21, -0.20, -0.22


Record 2
The following is a quantum chemistry calculation of a structure of composition C3H4NaO2 at a distorted geometry, from the Open Molecules 2025 dataset.

For the energy relative to the best compared isomer or geometry (same formula, charge and spin), the calculation gives 0.00 kJ/mol. As for the multiplicity: 2. The LUMO energy (spin up / spin down) is -0.94 / -1.25 eV. The total energy comes out at -429.4233 hartree.

```
10
C3H4NaO2 wB97M-V/def2-TZVPD
C 2.12398 0.06259 -0.40823
C 2.69936 1.17717 0.19491
H 1.38365 0.26432 -1.19254
H 1.67062 -0.67576 0.26392
H 2.84575 2.10565 -0.36037
H 3.14750 1.11025 1.18819
C 3.42388 -1.43604 -1.64273
O 2.86486 -2.45966 -2.09173
O 4.63653 -1.16987 -1.77927
Na 4.90214 -3.17272 -3.06726
```

Atomic partial charges in e from the natural (NBO) method, atoms 1 to 5: -0.49, -0.37, 0.20, 0.20, 0.18


Record 3
The following is a quantum chemistry calculation of the ion C4H6ClN2 with charge +1 at a distorted geometry, from the Open Molecules 2025 dataset.

For the energy relative to the best compared isomer or geometry (same formula, charge and spin), the calculation gives 614.28 kJ/mol. The LUMO energy (spin up / spin down) is -5.69 / -5.70 eV. Its charge is +1. The total energy comes out at -725.2221 hartree.

```
13
C4H6ClN2 wB97M-V/def2-TZVPD
C 1.29702 -0.82246 -0.33079
C -0.91948 0.14717 -0.10583
C 0.41969 1.36196 -1.53104
C 0.24089 -1.54343 1.32037
N -0.71999 1.26760 -0.78008
N 0.06093 -0.71841 0.10653
Cl 0.99618 2.79649 -2.12492
H 0.94963 0.52556 -1.32515
H -1.68792 0.11848 0.64339
H -0.82741 -1.97408 1.56455
H 1.01456 -2.23585 1.16176
H 0.58848 -0.95979 2.20190
H -1.41257 2.03676 -0.80069
```

Atomic partial charges in e from the natural (NBO) method, atoms 1 to 5: 0.41, 0.05, -0.01, -0.44, -0.41